1.
100
Properties=species:S:1:pos:R:3:forces:R:3 method="wB97M-V/def2-TZVPD" total_charge=+1 e_lumo_ha=-0.0720 multiplicity=1 energy_ev=-84422.28080 relative_energy_kj_mol=36.17
Ba -0.445383 0.113162 -1.156053 -0.77 1.22 -0.04
C 0.972029 0.612789 -5.952661 -0.01 -0.03 0.01
C 1.558774 -0.618822 -6.216943 -0.03 0.02 0.04
C 1.514269 -1.611945 -5.256324 0.01 -0.03 0.00
C 0.896198 -1.359095 -4.030257 -0.01 0.01 -0.15
N 0.315835 -0.174075 -3.800332 -0.03 -0.14 0.26
C 0.354251 0.779368 -4.727848 0.05 -0.07 -0.14
C 0.855861 -2.383905 -2.936491 -0.02 0.03 0.00
C 1.798066 -3.393462 -2.922618 0.04 0.10 -0.08
C 1.473267 -4.536226 -2.141656 -0.10 -0.06 0.10
C 0.502238 -4.472357 -1.206889 0.12 -0.04 -0.01
C -0.009318 -3.098200 -0.866313 0.05 -0.04 0.04
N -0.155516 -2.273583 -2.057385 0.09 -0.46 -0.13
C -1.304410 -3.085703 -0.047056 -0.04 -0.25 -0.01
C -1.804976 -4.209469 0.602939 -0.05 0.07 -0.02
C -2.951579 -4.093230 1.369958 0.02 -0.02 0.00
C -3.569260 -2.858752 1.487097 0.01 0.10 0.01
C -2.993317 -1.786926 0.828589 -0.12 -0.10 0.04
N -1.898317 -1.895500 0.081845 0.08 -0.10 0.01
H 0.979069 1.414507 -6.677719 0.01 -0.01 -0.01
H 2.036704 -0.806121 -7.169584 0.00 0.00 -0.01
H 1.933482 -2.586772 -5.455215 0.01 0.01 0.00
H -0.136536 1.713468 -4.472712 0.02 0.01 0.01
H 2.612263 -3.426826 -3.629773 -0.03 0.03 -0.01
H 1.932843 -5.487672 -2.384392 -0.01 -0.01 0.02
H 0.117498 -5.362766 -0.736063 0.02 -0.01 0.00
H -1.316032 -5.165742 0.516477 0.00 -0.01 0.00
H -3.355420 -4.961044 1.874724 -0.01 0.00 0.00
H -4.464393 -2.724990 2.078185 0.00 0.00 0.00
H -3.424434 -0.792228 0.900948 -0.01 0.00 0.03
C -2.518681 2.757680 2.416593 0.01 -0.02 0.00
P -2.267752 2.521464 0.617651 -0.06 -0.05 0.06
C -1.645185 4.179404 0.141566 0.01 0.00 -0.02
C -4.018033 2.627986 0.027304 0.01 0.03 0.06
C -4.146446 2.859554 -1.477352 0.00 0.03 -0.09
P -3.225193 1.646736 -2.519272 -0.01 0.04 -0.02
C -3.637320 2.276454 -4.187284 0.00 -0.01 0.00
C -4.329205 0.188799 -2.414988 -0.02 -0.03 0.04
H -3.053515 1.902340 2.831320 -0.01 0.00 0.00
H -3.079460 3.669155 2.632680 0.00 0.00 -0.01
H -1.551602 2.804064 2.920570 0.00 0.00 0.00
H -2.343735 4.972085 0.418880 0.00 -0.01 0.00
H -1.460050 4.221118 -0.932409 0.00 0.01 0.00
H -0.694265 4.359213 0.645032 0.00 0.00 0.00
H -4.527428 3.432161 0.567167 0.00 -0.01 0.00
H -4.517279 1.696022 0.310507 0.01 0.00 0.01
H -3.758164 3.849049 -1.734384 0.00 0.00 0.01
H -5.200652 2.851398 -1.770086 0.01 0.01 -0.01
H -4.711595 2.428590 -4.307464 0.00 0.00 0.01
H -3.297120 1.564918 -4.940395 0.01 0.00 0.00
H -3.124508 3.223176 -4.360258 0.00 0.00 -0.01
H -5.356183 0.438684 -2.688987 0.00 0.00 0.00
H -4.323358 -0.213102 -1.399895 -0.01 -0.01 -0.01
H -3.962233 -0.595780 -3.078054 -0.01 -0.01 0.00
O 1.511925 -1.327483 -0.229571 0.40 -0.39 0.14
C 1.018072 -2.398879 0.104318 0.06 0.05 -0.26
C 1.273489 -2.891703 1.477630 0.02 -0.10 0.11
C 1.639793 -4.207695 1.748848 -0.01 0.01 -0.01
C 1.848801 -4.619221 3.056186 -0.01 0.00 -0.01
C 1.671653 -3.723583 4.097774 -0.01 0.02 0.01
C 1.302001 -2.411873 3.833276 0.01 -0.04 0.02
C 1.111859 -1.967199 2.528380 0.00 -0.03 0.10
P 0.579443 -0.238994 2.191153 -0.04 0.04 -0.03
C 2.158991 0.666740 2.070385 0.02 0.00 -0.14
C 2.098964 1.972111 1.582954 0.00 0.01 0.08
C 3.256283 2.713898 1.401525 -0.02 0.04 0.06
C 4.491152 2.149918 1.689823 0.01 0.01 -0.01
C 4.562610 0.843123 2.151649 0.03 -0.02 0.01
C 3.403326 0.103221 2.339366 -0.01 0.02 0.03
C -0.080976 0.286257 3.809712 0.03 -0.07 0.01
C 0.573990 1.152360 4.679656 -0.02 0.02 -0.02
C -0.033187 1.543402 5.867184 0.01 0.02 0.01
C -1.288253 1.060801 6.202619 0.01 -0.01 0.02
C -1.940900 0.180533 5.348118 -0.04 0.01 0.00
C -1.345960 -0.193602 4.155709 0.00 0.00 -0.02
H 1.789292 -4.896404 0.930608 0.00 0.01 -0.01
H 2.149769 -5.638609 3.258037 0.01 0.00 0.00
H 1.826840 -4.040158 5.120971 0.00 0.00 0.00
H 1.163584 -1.725035 4.658369 0.00 0.00 0.00
H 1.137232 2.407456 1.328637 0.01 0.00 0.02
H 3.194034 3.729737 1.032175 0.00 0.01 -0.01
H 5.396737 2.727177 1.553693 0.01 0.00 0.00
H 5.524237 0.397689 2.372718 0.00 0.00 0.00
H 3.470810 -0.917526 2.694075 0.00 0.00 0.01
H 1.560377 1.525603 4.435481 0.01 0.01 -0.02
H 0.483181 2.221398 6.534418 0.00 0.00 0.00
H -1.756421 1.363700 7.129937 0.00 0.00 0.00
H -2.918385 -0.204792 5.609576 0.01 0.00 0.00
H -1.863297 -0.873088 3.484646 0.00 0.00 -0.01
C 4.538328 2.991329 -2.835093 0.01 -0.02 0.01
N 3.169012 2.926015 -2.368144 -0.03 -0.02 0.00
C 2.608988 1.864414 -1.749972 0.09 -0.08 0.11
N 3.398207 0.797308 -1.496494 -0.05 0.04 -0.03
O 1.404300 1.869248 -1.433575 0.27 0.28 -0.15
H 4.692681 3.943387 -3.334636 -0.01 0.00 0.00
H 4.756364 2.194212 -3.549310 0.01 0.01 0.01
H 5.245775 2.935764 -2.004281 0.00 -0.01 0.00
H 2.530275 3.671916 -2.579058 0.00 0.01 0.00
H 4.395714 0.841952 -1.599274 -0.01 0.00 0.00
H 3.014493 0.066122 -0.915119 0.00 -0.01 -0.01


2.
101
Properties=species:S:1:pos:R:3:forces:R:3 method="wB97M-V/def2-TZVPD" total_charge=0 e_lumo_ha="-0.0156 / -0.0163" multiplicity=5 energy_ev=-115023.95143 s2=6.0129 relative_energy_kj_mol=58.47
Fe 0.606633 -0.020163 -0.431798 0.55 -0.28 0.44
C 3.694339 0.907497 0.722868 -0.21 1.56 -0.63
O 2.307812 1.351276 0.879250 0.73 -1.66 -0.14
C 1.955519 2.649760 0.998861 -0.38 -1.01 0.49
C 2.817943 3.600316 1.446370 1.45 2.39 0.21
C 2.414111 4.952779 1.644906 -0.25 -0.12 0.25
C 1.048534 5.223206 1.482146 0.75 -0.30 -1.35
C 0.213853 4.240355 0.931540 -2.87 0.30 0.84
C 0.591878 2.904501 0.821141 0.54 1.54 -0.31
N -0.257980 1.835351 0.506564 -2.50 0.06 0.01
N -1.506110 2.083275 0.792076 1.50 -1.34 -0.81
C -2.425176 1.006554 0.794941 1.71 1.26 1.34
C -1.930506 -0.266786 1.173981 0.66 -2.32 -0.18
O -0.695243 -0.712944 0.971003 -2.14 0.99 0.53
C -2.879826 -1.251370 1.786226 0.62 1.27 -0.40
C -4.191417 -0.917824 1.912805 -0.09 -0.84 -1.57
C -4.668698 0.356789 1.426226 -0.45 0.43 1.72
C -6.012472 0.670372 1.769206 0.34 0.37 0.02
C -6.478788 1.949553 1.632025 -0.69 0.03 -0.24
C -5.610896 2.928088 1.072356 -2.16 1.54 0.44
C -4.321742 2.729084 0.827686 0.45 -4.75 1.03
C -3.789664 1.392805 1.059977 -0.22 -0.11 -1.09
H 4.368700 1.266476 1.489956 -0.26 0.10 0.64
H 3.719150 -0.167517 0.702949 -0.32 -0.16 0.02
H 4.077037 1.328171 -0.216060 -0.15 -0.32 0.09
H 3.862716 3.336535 1.605786 -0.26 0.06 -0.09
H 3.099025 5.830522 1.909657 -0.82 -1.79 -0.23
H 0.705527 6.239854 1.575979 -0.22 0.11 0.09
H -0.919898 4.464897 0.726272 2.41 -0.33 0.45
H -2.469120 -2.218886 2.079748 -0.10 0.29 -0.09
H -4.980028 -1.688128 2.128449 0.98 0.85 0.29
H -6.566550 -0.125981 2.258229 -0.30 0.23 -0.21
H -7.512043 2.210212 1.942291 0.87 -0.14 -0.35
H -5.946478 3.958582 0.863821 -0.32 -0.65 0.34
H -3.702870 3.462704 0.523585 1.96 2.32 -1.09
O 2.688601 0.541169 -4.174624 -0.29 0.04 0.19
S 2.600364 1.069743 -2.828910 -0.52 -1.80 -0.11
O 3.698743 1.872306 -2.401349 0.63 0.96 0.36
N 2.304464 -0.113744 -1.713052 -0.24 0.56 -1.08
C 3.072325 -1.263958 -1.739847 0.68 -0.35 0.02
C 4.111930 -1.580078 -2.629009 -1.40 0.90 1.10
C 4.862213 -2.745099 -2.452933 0.17 -0.41 -0.76
C 4.677651 -3.595582 -1.428771 -0.65 0.07 1.17
C 3.645522 -3.261870 -0.490862 2.34 -2.91 1.50
C 3.569778 -3.956844 0.744483 -2.33 2.31 -0.81
C 2.623094 -3.534833 1.652934 1.49 -2.08 0.68
C 1.846177 -2.441085 1.408921 -0.88 1.93 -0.85
N 1.945823 -1.733245 0.274902 -0.58 -1.22 1.87
C 2.835177 -2.189257 -0.611945 -0.48 3.46 -2.69
C 1.089383 1.998199 -2.718299 0.33 -0.50 -0.46
C -0.093285 1.397960 -3.171883 -1.47 1.36 -0.11
C -1.300041 2.119146 -3.099621 1.22 -0.74 0.46
C -1.288662 3.407764 -2.554978 -1.61 -0.37 -0.62
C -0.118506 4.028960 -2.261811 2.41 -0.47 -0.04
C 1.144646 3.317648 -2.366572 -1.39 1.65 0.49
H 4.343871 -0.839325 -3.368255 0.21 -0.18 -0.48
H 5.574400 -3.044149 -3.190060 0.65 0.31 -0.42
H 5.364246 -4.406732 -1.185938 -0.36 0.04 -0.32
H 4.191199 -4.734327 0.988883 1.48 -1.85 0.30
H 2.581592 -4.120047 2.573852 -0.34 0.54 -0.02
H 1.168300 -2.045192 2.150123 -0.29 -0.05 -0.01
H -0.114863 0.512245 -3.766732 0.41 -0.82 0.18
H -2.217753 1.640906 -3.427736 0.07 0.19 -0.04
H -2.256795 3.934160 -2.482678 0.69 -0.17 0.08
H -0.143179 5.060223 -1.961520 0.23 0.23 0.14
H 2.117164 3.820208 -2.202074 -0.78 -0.44 0.15
C -3.032043 -1.089207 -1.879927 1.43 0.40 0.97
C -2.003563 -1.824336 -2.714800 0.13 0.36 -0.51
P -0.389778 -2.016744 -1.895593 0.53 0.27 -0.66
C 0.645531 -2.631769 -3.319304 -0.21 0.35 -0.27
C -0.055723 -3.296470 -4.558933 0.54 0.35 0.48
C -0.584025 -3.512214 -0.858043 -0.93 0.45 0.22
C -1.534281 -4.599492 -1.365946 0.63 -1.14 0.24
H -3.866925 -0.806710 -2.482489 -0.78 0.12 -0.25
H -2.466322 -0.145997 -1.597599 -1.20 -0.91 0.33
H -3.359647 -1.709885 -0.992458 0.36 1.01 -0.82
H -1.798807 -1.285412 -3.661219 -0.09 -0.02 0.49
H -2.335630 -2.792557 -3.020802 -0.36 -0.51 -0.40
H 1.342101 -3.317441 -2.781047 -0.15 0.36 -0.88
H 1.211719 -1.766221 -3.750074 -0.19 -0.66 0.70
H -0.503623 -4.270104 -4.315761 -0.27 0.43 -0.02
H 0.808343 -3.541503 -5.202242 -0.69 0.27 -0.29
H -0.797743 -2.585845 -5.060854 1.16 -1.18 0.58
H -1.056715 -3.127073 0.039934 0.23 0.35 0.37
H 0.397025 -3.878541 -0.540788 -0.11 -0.03 -0.25
H -2.191192 -4.301250 -2.199027 0.52 -0.40 0.38
H -2.184992 -4.900434 -0.530589 0.12 -0.06 -0.36
H -0.903494 -5.484974 -1.616167 -0.83 0.45 -0.25
C -0.799467 0.040453 4.883887 1.19 0.62 0.15
C 0.704807 0.042389 5.334803 -0.28 -0.52 0.58
C 1.392112 0.838333 4.221526 -1.24 0.16 -0.29
O 0.366574 1.756666 3.722305 1.18 -0.20 -0.11
C -0.876592 1.473930 4.319526 0.89 -0.90 1.11
H -1.461904 0.001568 5.740784 -0.16 -0.47 0.08
H -0.958715 -0.788045 4.204337 -0.34 0.09 -0.38
H 1.138557 -0.992869 5.440322 -0.45 1.05 -0.05
H 0.743980 0.549699 6.321915 0.28 -0.25 -0.55
H 1.584352 0.144045 3.394261 0.46 0.22 0.03
H 2.285281 1.419542 4.507045 -0.38 -0.34 -0.11
H -1.637030 1.696183 3.608014 -0.76 0.07 -0.44
H -0.963018 2.077095 5.229346 -0.40 0.47 -0.18